Record 1
This record from the OMol25 dataset describes a structure of composition C13H11IN4PbS4Sb. The level of theory is wB97M-V/def2-TZVPD.

Calculated values
Charge: -2
E_LUMO (spin up / spin down) in eV: 4.51 / 3.95
ΔE to the lowest compared entry with this formula, charge and spin in kcal per mole: 2.8
Multiplicity: 2
Highest occupied orbital energy (spin up / spin down) in eV: -1.567 / -2.102
HOMO-LUMO gap (spin up / spin down) in eV: 6.07 / 6.06

Element x y z (Å)
1 Pb -1.783 -2.306 -0.922
2 S 0.949 -1.459 -0.721
3 C 1.068 0.238 -0.892
4 N 2.119 0.987 -0.987
5 N 3.349 0.364 -0.909
6 C 3.835 -0.407 0.120
7 C 3.111 -0.657 1.291
8 C 3.689 -1.389 2.315
9 C 4.985 -1.880 2.218
10 C 5.706 -1.627 1.057
11 C 5.142 -0.905 0.020
12 N -0.088 1.124 -0.984
13 N -1.167 0.565 -0.861
14 C -2.299 1.451 -0.952
15 C -3.534 0.876 -0.694
16 C -4.683 1.654 -0.757
17 C -4.589 2.997 -1.082
18 C -3.344 3.569 -1.341
19 C -2.195 2.802 -1.274
20 H 4.028 0.804 -1.499
21 H 2.098 -0.295 1.385
22 H 3.101 -1.588 3.203
23 H 5.418 -2.461 3.022
24 H 6.714 -2.009 0.947
25 H 5.703 -0.736 -0.894
26 H -3.607 -0.171 -0.430
27 H -5.637 1.197 -0.528
28 H -5.484 3.607 -1.126
29 H -3.274 4.622 -1.592
30 H -1.218 3.223 -1.466
31 S -5.685 -0.471 2.581
32 Sb -4.512 -2.182 1.605
33 S -4.968 -2.600 -0.628
34 S -2.158 -1.808 1.666
35 I -0.788 -5.130 -0.891



Record 2
This record from the OMol25 dataset describes the molecule C19H25N3O4S2. The level of theory is wB97M-V/def2-TZVPD.

Calculated values
Charge: 0
E_LUMO in eV: 0.47
ΔE to the lowest compared entry with this formula, charge and spin in kcal per mole: 29.7
SMILES string: Cc1ccc(S(=O)(=O)NCCS(=O)(=O)N2CCN(c3ccccc3)CC2)cc1
Highest occupied orbital energy in eV: -8.194
HOMO-LUMO gap in eV: 8.67

Element x y z (Å)
1 C -2.873 -1.722 2.125
2 C -1.598 -1.960 1.381
3 C -0.378 -2.051 2.044
4 C 0.798 -2.242 1.337
5 C 0.752 -2.338 -0.039
6 S 2.273 -2.512 -0.956
7 O 3.111 -3.466 -0.287
8 O 1.953 -2.689 -2.342
9 N 2.945 -0.989 -0.776
10 C 4.108 -0.815 0.059
11 C 3.893 0.322 1.041
12 S 3.579 1.857 0.103
13 O 4.229 1.776 -1.171
14 O 3.891 2.960 0.969
15 N 1.943 1.773 -0.156
16 C 1.380 2.005 -1.460
17 C 0.094 1.186 -1.595
18 N -0.819 1.536 -0.524
19 C -2.172 1.228 -0.666
20 C -2.665 0.485 -1.743
21 C -4.020 0.243 -1.879
22 C -4.923 0.724 -0.949
23 C -4.450 1.470 0.118
24 C -3.100 1.724 0.255
25 C -0.216 1.370 0.786
26 C 1.054 2.212 0.888
27 C -0.451 -2.274 -0.716
28 C -1.622 -2.090 -0.006
29 H -3.534 -2.582 2.022
30 H -3.390 -0.857 1.711
31 H -2.687 -1.553 3.182
32 H -0.348 -1.968 3.121
33 H 1.750 -2.325 1.838
34 H 2.968 -0.464 -1.633
35 H 4.995 -0.594 -0.543
36 H 4.265 -1.764 0.580
37 H 3.018 0.166 1.663
38 H 4.771 0.503 1.655
39 H 1.149 3.073 -1.596
40 H 2.117 1.708 -2.205
41 H 0.351 0.115 -1.576
42 H -0.372 1.435 -2.550
43 H -1.993 0.072 -2.477
44 H -4.369 -0.338 -2.720
45 H -5.979 0.527 -1.054
46 H -5.141 1.868 0.847
47 H -2.769 2.337 1.080
48 H 0.057 0.316 0.947
49 H -0.921 1.669 1.560
50 H 0.813 3.278 0.772
51 H 1.546 2.071 1.850
52 H -0.446 -2.381 -1.789
53 H -2.567 -2.034 -0.524



Record 3
This record from the OMol25 dataset describes the ion C7H10N4OPS with charge +1. The level of theory is wB97M-V/def2-TZVPD.

Calculated values
Charge: +1
E_LUMO in eV: -4.19
ΔE to the lowest compared entry with this formula, charge and spin in kcal per mole: 0.0
Highest occupied orbital energy in eV: -13.081
HOMO-LUMO gap in eV: 8.89

Element x y z (Å)
1 C -2.927 1.157 -0.350
2 C -1.501 0.860 -0.341
3 C -1.163 -0.468 -0.198
4 C -0.588 1.970 -0.340
5 C 0.346 -2.320 -0.431
6 C -1.000 -3.053 -0.060
7 C 2.323 0.125 1.478
8 N -4.029 1.269 -0.080
9 N 0.071 -0.893 -0.170
10 N 0.746 1.703 -0.315
11 N -0.926 3.279 -0.241
12 O 2.311 -0.111 -1.375
13 P 1.521 0.235 -0.178
14 S -2.310 -1.801 -0.145
15 H 1.118 -2.701 0.358
16 H 0.685 -2.382 -1.499
17 H -1.027 -3.689 -0.868
18 H -0.999 -3.499 0.887
19 H 2.167 0.980 2.262
20 H 2.401 -0.877 1.786
21 H 3.382 0.301 1.248
22 H 1.501 2.425 -0.410
23 H -1.891 3.486 -0.329
24 H -0.212 4.002 -0.689



Record 4
This record from the OMol25 dataset describes a cluster of 11 separate species, C23H66N3O10S10 in total. The level of theory is wB97M-V/def2-TZVPD.

Calculated values
Charge: +1
E_LUMO in eV: -2.13
Highest occupied orbital energy in eV: -9.493
HOMO-LUMO gap in eV: 7.36

Element x y z (Å)
1 N -3.937 -1.784 6.206
2 N -3.021 -1.540 5.170
3 C -1.889 -2.291 4.919
4 C -1.303 -1.721 3.836
5 N -2.062 -0.649 3.468
6 C -3.106 -0.545 4.287
7 H -3.449 -1.601 7.080
8 H -4.668 -1.077 6.124
9 H -1.585 -3.152 5.491
10 H -0.392 -2.040 3.353
11 H -1.842 -0.018 2.690
12 H -3.893 0.193 4.272
13 C 1.364 -0.211 0.971
14 S 0.856 0.643 2.462
15 O -0.460 1.302 2.147
16 C 2.157 1.859 2.427
17 H 0.649 -1.009 0.771
18 H 1.382 0.496 0.140
19 H 2.354 -0.639 1.126
20 H 2.115 2.348 1.452
21 H 3.109 1.347 2.558
22 H 2.001 2.562 3.244
23 C 3.524 4.504 -2.288
24 S 2.154 4.046 -1.237
25 O 2.577 2.804 -0.507
26 C 1.082 3.512 -2.567
27 H 4.351 4.822 -1.656
28 H 3.808 3.646 -2.893
29 H 3.211 5.323 -2.934
30 H 1.588 2.732 -3.136
31 H 0.842 4.359 -3.206
32 H 0.166 3.131 -2.124
33 C -1.746 -5.461 2.103
34 S -0.646 -5.249 3.503
35 O 0.317 -4.168 3.134
36 C 0.213 -6.810 3.335
37 H -2.349 -4.560 2.016
38 H -1.153 -5.603 1.199
39 H -2.393 -6.320 2.280
40 H 0.666 -6.866 2.345
41 H -0.496 -7.624 3.485
42 H 0.983 -6.847 4.101
43 C -7.149 2.825 6.660
44 S -5.611 2.499 5.805
45 O -5.704 1.102 5.256
46 C -4.582 2.397 7.270
47 H -7.936 2.882 5.912
48 H -7.355 2.016 7.360
49 H -7.065 3.778 7.179
50 H -4.974 1.628 7.936
51 H -4.573 3.366 7.769
52 H -3.572 2.146 6.952
53 C -3.101 3.350 -1.911
54 S -2.838 4.160 -3.494
55 O -1.643 5.030 -3.341
56 C -4.276 5.232 -3.400
57 H -2.275 2.661 -1.750
58 H -3.117 4.102 -1.121
59 H -4.040 2.797 -1.940
60 H -4.206 5.848 -2.505
61 H -5.180 4.624 -3.385
62 H -4.271 5.862 -4.286
63 C 2.666 4.704 -7.319
64 S 3.764 3.487 -6.603
65 O 3.332 3.317 -5.183
66 C 5.228 4.526 -6.571
67 H 1.673 4.263 -7.385
68 H 2.649 5.590 -6.684
69 H 3.004 4.951 -8.324
70 H 5.021 5.423 -5.988
71 H 5.507 4.783 -7.592
72 H 6.029 3.955 -6.105
73 C 4.582 -3.702 2.444
74 S 5.643 -3.819 0.993
75 O 7.000 -4.164 1.486
76 C 5.655 -2.060 0.630
77 H 4.485 -4.704 2.857
78 H 5.044 -3.042 3.178
79 H 3.600 -3.332 2.149
80 H 6.040 -1.513 1.492
81 H 4.644 -1.737 0.384
82 H 6.306 -1.902 -0.226
83 C 7.599 -7.684 0.514
84 S 8.080 -6.357 -0.598
85 O 7.106 -6.375 -1.724
86 C 9.577 -7.156 -1.197
87 H 6.646 -7.404 0.955
88 H 7.496 -8.610 -0.051
89 H 8.349 -7.787 1.298
90 H 9.328 -8.117 -1.647
91 H 10.272 -7.286 -0.367
92 H 10.017 -6.500 -1.945
93 C -1.241 2.061 -7.379
94 S -1.135 2.787 -9.019
95 O 0.130 3.570 -9.052
96 C -2.464 3.973 -8.791
97 H -0.448 1.319 -7.299
98 H -1.100 2.840 -6.629
99 H -2.211 1.577 -7.259
100 H -2.233 4.612 -7.939
101 H -3.402 3.439 -8.635
102 H -2.528 4.569 -9.698
103 C -7.868 -0.930 2.532
104 S -6.710 -0.426 1.257
105 O -7.305 -0.788 -0.051
106 C -5.470 -1.683 1.616
107 H -8.746 -0.294 2.440
108 H -8.147 -1.972 2.376
109 H -7.412 -0.784 3.512
110 H -5.906 -2.677 1.514
111 H -5.092 -1.530 2.628
112 H -4.664 -1.562 0.894



Record 5
This record from the OMol25 dataset describes a structure of composition C23H67Li2O20. The level of theory is wB97M-V/def2-TZVPD.

Calculated values
Charge: +1
E_LUMO in eV: -3.06
Highest occupied orbital energy in eV: -11.244
HOMO-LUMO gap in eV: 8.18

Element x y z (Å)
1 Li 2.098 -2.710 -1.303
2 Li 2.626 0.019 1.033
3 C 0.029 0.280 -1.034
4 C 0.043 -1.112 -0.350
5 O 1.307 -1.429 0.153
6 H 0.233 1.062 -0.303
7 H -0.861 0.507 -1.621
8 H 0.906 0.330 -1.679
9 H -0.192 -1.898 -1.068
10 H -0.710 -1.182 0.434
11 C -2.165 1.139 2.919
12 C -2.428 1.376 4.356
13 C -3.467 0.413 4.926
14 O -1.230 1.123 5.032
15 H -1.342 1.781 2.604
16 H -2.975 1.384 2.233
17 H -1.872 0.107 2.726
18 H -2.665 2.433 4.485
19 H -3.754 0.693 5.939
20 H -3.179 -0.637 4.877
21 H -4.383 0.473 4.339
22 H -1.195 0.193 5.269
23 C -0.715 3.161 -4.246
24 C 0.732 2.930 -3.721
25 O 1.618 3.998 -4.047
26 O -1.433 4.034 -3.405
27 H -1.264 2.221 -4.182
28 H -0.749 3.505 -5.280
29 H 1.099 1.947 -4.014
30 H 0.779 2.933 -2.632
31 H 1.924 4.376 -3.219
32 H -1.101 4.917 -3.585
33 C 1.308 0.122 3.415
34 C 1.414 1.620 3.082
35 O 1.812 1.814 1.722
36 O 2.416 -0.665 3.060
37 H 0.400 -0.354 3.044
38 H 1.224 -0.067 4.485
39 H 2.173 2.112 3.691
40 H 0.488 2.168 3.263
41 H 1.927 2.751 1.549
42 H 2.463 -1.417 3.655
43 C 2.116 -4.273 4.359
44 C 1.782 -3.842 2.876
45 O 0.566 -3.041 2.759
46 O 2.591 -3.079 4.936
47 H 2.877 -5.053 4.337
48 H 1.215 -4.563 4.901
49 H 1.579 -4.697 2.231
50 H 2.628 -3.346 2.400
51 H 0.791 -2.569 1.953
52 H 2.852 -3.222 5.849
53 C -3.504 2.447 -0.716
54 C -4.263 1.948 -1.999
55 O -4.838 0.665 -1.807
56 O -4.378 2.879 0.360
57 H -2.846 3.287 -0.940
58 H -2.902 1.591 -0.412
59 H -3.634 1.970 -2.889
60 H -5.040 2.666 -2.260
61 H -5.676 0.758 -1.348
62 H -4.908 2.132 0.647
63 C 2.054 -5.546 -0.924
64 C 0.748 -4.995 -1.457
65 O 1.082 -4.071 -2.507
66 O 2.812 -4.489 -0.258
67 H 2.743 -5.952 -1.664
68 H 1.899 -6.348 -0.202
69 H 0.269 -4.489 -0.619
70 H 0.118 -5.789 -1.858
71 H 1.025 -4.549 -3.337
72 H 3.529 -4.927 0.207
73 C 0.832 4.534 0.097
74 C 1.309 5.462 -0.998
75 O 2.520 5.027 -1.642
76 O 1.578 4.555 1.347
77 H 0.867 3.493 -0.225
78 H -0.183 4.824 0.371
79 H 1.429 6.480 -0.628
80 H 0.609 5.473 -1.834
81 H 3.224 5.649 -1.445
82 H 1.358 5.372 1.800
83 C 5.259 2.072 -1.662
84 C 3.769 2.002 -1.158
85 O 3.373 0.687 -0.740
86 O 5.323 1.375 -2.902
87 H 5.935 1.629 -0.930
88 H 5.397 3.144 -1.804
89 H 3.114 2.259 -1.990
90 H 3.569 2.827 -0.475
91 H 3.336 0.107 -1.504
92 H 5.079 0.457 -2.764
93 C -3.259 -2.959 1.715
94 C -4.342 -3.283 2.788
95 O -5.618 -3.116 2.220
96 O -3.578 -3.639 0.524
97 H -2.294 -3.078 2.207
98 H -3.274 -1.904 1.441
99 H -4.261 -2.667 3.684
100 H -4.325 -4.353 2.994
101 H -5.606 -3.477 1.330
102 H -3.879 -3.071 -0.190
103 C -0.576 -2.084 -4.697
104 C -0.078 -0.635 -4.648
105 O 1.228 -0.581 -5.233
106 O -1.491 -2.179 -5.767
107 H -1.061 -2.421 -3.781
108 H 0.213 -2.825 -4.819
109 H -0.082 -0.303 -3.609
110 H -0.769 0.070 -5.112
111 H 1.803 -1.051 -4.625
112 H -1.074 -1.826 -6.556



Record 6
This record from the OMol25 dataset describes the molecule C16H15ClFN5O2. The level of theory is wB97M-V/def2-TZVPD.

Calculated values
Charge: 0
E_LUMO in eV: 0.50
ΔE to the lowest compared entry with this formula, charge and spin in kcal per mole: 0.0
SMILES string: CCOC(=O)[C@@H](Cc1c(F)cccc1Cl)c1ccnc2nc(N)nn12
Highest occupied orbital energy in eV: -8.601
HOMO-LUMO gap in eV: 9.11

Element x y z (Å)
1 C 0.048 -2.753 -2.228
2 C -0.350 -1.663 -3.211
3 O -0.695 -0.461 -2.519
4 C 0.296 0.350 -2.196
5 O 1.443 0.213 -2.536
6 C -0.163 1.582 -1.404
7 C -1.591 1.493 -0.806
8 C -1.674 0.673 0.449
9 C -2.076 -0.659 0.429
10 F -2.519 -1.197 -0.721
11 C -2.071 -1.466 1.551
12 C -1.668 -0.932 2.761
13 C -1.327 0.405 2.844
14 C -1.349 1.191 1.703
15 Cl -0.981 2.873 1.881
16 C 0.893 1.833 -0.367
17 C 1.501 3.040 -0.102
18 C 2.443 3.112 0.931
19 N 2.795 2.092 1.678
20 C 2.237 0.929 1.406
21 N 2.403 -0.249 1.974
22 C 1.593 -1.065 1.278
23 N 1.526 -2.391 1.514
24 N 0.897 -0.475 0.302
25 N 1.293 0.792 0.372
26 H -0.790 -2.989 -1.578
27 H 0.345 -3.646 -2.770
28 H 0.880 -2.408 -1.619
29 H 0.474 -1.450 -3.900
30 H -1.247 -1.938 -3.768
31 H -0.152 2.416 -2.114
32 H -2.244 1.064 -1.565
33 H -1.921 2.510 -0.583
34 H -2.385 -2.494 1.464
35 H -1.638 -1.550 3.645
36 H -1.043 0.843 3.787
37 H 1.236 3.917 -0.669
38 H 2.926 4.049 1.169
39 H 0.738 -2.885 1.133
40 H 1.916 -2.705 2.385



Record 7
This record from the OMol25 dataset describes a structure of composition C15H24NO2. The level of theory is wB97M-V/def2-TZVPD.

Calculated values
Charge: +1
E_LUMO in eV: -2.56
ΔE to the lowest compared entry with this formula, charge and spin in kcal per mole: 322.2
Highest occupied orbital energy in eV: -12.058
HOMO-LUMO gap in eV: 9.50

Element x y z (Å)
1 C -3.265 -2.066 -1.091
2 C -3.470 -0.894 -0.312
3 C -4.780 -0.458 -0.037
4 C -5.184 0.505 0.765
5 C -4.195 1.134 1.168
6 C -2.959 0.911 1.085
7 C -2.700 -0.217 0.391
8 O -1.287 -0.388 -0.152
9 C -0.801 0.128 -1.327
10 C 0.086 1.371 -1.015
11 O 0.935 1.798 -2.022
12 H 0.448 1.922 -2.968
13 C 0.883 1.200 0.186
14 N 2.059 0.586 0.160
15 H 2.126 0.382 -1.028
16 C 1.775 -0.878 0.847
17 C 3.005 -1.937 0.338
18 C 4.278 -1.260 0.807
19 C 4.585 0.316 0.115
20 C 3.280 1.137 0.718
21 H 3.369 2.082 0.078
22 H 3.144 1.270 1.844
23 H 5.399 0.766 0.606
24 H 4.479 0.232 -0.737
25 H 5.122 -1.668 0.122
26 H 4.453 -1.167 1.805
27 H 2.820 -2.941 0.729
28 H 2.990 -1.736 -0.831
29 H 0.790 -1.268 0.539
30 H 1.887 -0.767 1.878
31 H 1.214 2.503 0.475
32 H 0.205 0.991 0.989
33 H -0.618 2.303 -0.926
34 H -1.565 0.153 -1.986
35 H -0.102 -0.718 -1.645
36 H -2.059 1.796 1.481
37 H -4.420 2.161 1.781
38 H -6.270 0.797 1.276
39 H -5.753 -1.112 -0.397
40 H -3.483 -1.661 -2.135
41 H -3.961 -2.934 -0.846
42 H -2.459 -2.378 -0.728



Record 8
This record from the OMol25 dataset describes the ion C7H12N3 with charge +1. The level of theory is wB97M-V/def2-TZVPD.

Calculated values
Charge: +1
E_LUMO (spin up / spin down) in eV: -4.24 / -4.92
ΔE to the lowest compared entry with this formula, charge and spin in kcal per mole: 159.9
Highest occupied orbital energy (spin up / spin down) in eV: -12.060 / -12.531
HOMO-LUMO gap (spin up / spin down) in eV: 7.82 / 7.61

Element x y z (Å)
1 C 3.333 -0.800 0.015
2 C 3.444 0.587 0.370
3 C 2.060 -1.109 -0.080
4 C 2.199 1.128 0.147
5 C -0.790 1.189 -0.123
6 C -2.222 0.793 -0.288
7 C -2.773 -1.553 -0.380
8 N 1.352 0.077 0.015
9 N 0.033 0.015 0.025
10 N -2.301 -0.527 0.473
11 H 4.223 -1.478 -0.119
12 H 4.332 1.065 0.636
13 H 1.570 -2.087 -0.348
14 H 1.821 2.196 0.366
15 H -0.363 1.906 -0.826
16 H -0.739 1.736 0.801
17 H -2.903 1.447 0.363
18 H -2.508 0.564 -1.400
19 H -3.621 -2.217 -0.394
20 H -2.072 -1.852 -1.157
21 H -1.146 -0.707 0.583
22 H -2.929 -0.372 1.322